66
Properties=species:S:1:pos:R:3:mulliken_charge:R:1 method="wB97M-V/def2-TZVPD" gap_ev=7.19 lumo_energy_ev=-9.1 charge=+3 e_homo_ev=-16.32
Bi 0.222 -0.692 0.340 1.28
C -2.038 0.242 3.291 -0.69
C -1.523 -1.035 3.998 -0.83
S -0.592 -2.127 2.887 -0.03
C 1.049 -2.402 3.640 -0.82
C 1.867 -1.159 3.943 -0.84
S 2.278 -0.037 2.540 0.07
C 1.790 1.615 3.212 -0.93
C 0.283 1.763 3.543 -0.87
S -0.929 1.239 2.305 0.10
H -2.810 -0.031 2.589 0.30
H -2.476 0.873 4.026 0.64
H -0.740 -0.839 4.794 0.40
H -2.361 -1.576 4.425 0.59
H 0.971 -3.047 4.499 0.53
H 1.545 -3.050 2.877 0.40
H 1.433 -0.488 4.729 0.36
H 2.871 -1.351 4.315 0.59
H 2.484 1.877 4.014 0.56
H 2.049 2.244 2.371 0.44
H 0.092 1.246 4.515 0.45
H 0.037 2.843 3.665 0.61
S -5.955 1.732 -3.787 0.28
N -4.389 2.213 -3.714 -0.62
C -3.784 1.516 -2.795 0.57
C -2.447 1.707 -2.380 0.39
C -1.651 2.628 -2.991 -0.67
C -0.334 2.737 -2.525 -0.97
C 0.161 1.865 -1.592 -0.18
N -0.611 0.960 -1.035 0.24
C -1.911 0.789 -1.443 -0.25
C -2.756 -0.210 -0.807 -0.06
N -2.177 -1.013 0.095 0.60
C -2.991 -1.884 0.756 -1.18
C -4.382 -1.899 0.582 -0.81
C -4.962 -1.042 -0.287 -0.90
C -4.138 -0.263 -1.063 0.54
C -4.660 0.611 -2.125 0.82
N -5.872 0.582 -2.598 -0.64
H -1.961 3.234 -3.818 0.60
H 0.318 3.486 -2.845 0.58
H 1.201 1.894 -1.243 0.38
H -2.547 -2.585 1.429 0.95
H -5.061 -2.575 1.148 0.47
H -5.992 -1.018 -0.529 0.63
N 3.332 -0.887 -2.884 -0.06
C 4.136 -0.005 -2.176 0.13
C 5.300 0.655 -2.541 -0.80
C 5.833 1.565 -1.678 -0.62
C 5.142 1.951 -0.531 -0.69
C 3.996 1.307 -0.159 -0.25
C 3.479 0.330 -1.003 0.23
N 2.289 -0.381 -1.005 0.11
C 2.249 -1.075 -2.115 0.39
C 1.161 -1.929 -2.501 0.07
C 0.929 -2.418 -3.766 -0.62
S -0.523 -3.258 -3.855 -0.01
C -0.843 -2.866 -2.279 -0.31
N 0.097 -2.140 -1.644 -0.05
H 3.571 -1.305 -3.761 0.26
H 5.762 0.265 -3.468 0.35
H 6.755 2.045 -1.937 0.46
H 5.518 2.724 0.157 0.42
H 3.421 1.509 0.701 0.22
H 1.603 -2.507 -4.642 0.34
H -1.807 -3.155 -1.866 0.37



117
Properties=species:S:1:pos:R:3:mulliken_charge:R:1 method="wB97M-V/def2-TZVPD" multiplicity=3 gap_ev="6.22 / 6.92" lumo_energy_ev="-4.7 / -5.0" charge=+2 e_homo_ev="-10.89 / -11.94"
Ni 0.872 -0.346 -0.226 1.27
C -2.498 6.653 -1.541 -0.95
C -2.037 6.258 -0.140 -1.01
N -1.665 4.799 0.003 0.28
C -0.387 4.431 -0.150 -0.26
C 0.072 3.151 -0.130 -0.30
C 1.539 3.011 -0.280 0.15
O 2.255 3.974 -0.237 -0.67
O 1.932 1.735 -0.502 -0.31
C -0.850 2.088 0.078 0.67
O -0.588 0.864 0.159 -0.43
C -2.249 2.483 0.234 0.76
C -3.237 1.515 0.411 -0.58
C -4.539 1.861 0.522 0.05
F -5.415 0.869 0.700 -0.36
C -4.986 3.207 0.457 -0.07
C -3.991 4.154 0.291 -0.71
C -2.643 3.807 0.178 -0.19
N -6.355 3.637 0.587 0.11
C -7.500 2.670 0.519 -0.67
C -8.819 3.428 0.636 -0.83
N -8.600 4.587 1.601 -0.12
C -7.731 5.649 0.926 -0.97
C -6.714 4.954 0.026 -0.14
H -2.783 7.716 -1.569 0.38
H -3.360 6.054 -1.867 0.29
H -1.688 6.500 -2.267 0.34
H -2.786 6.486 0.603 0.47
H -1.159 6.814 0.137 0.47
H 0.334 5.234 -0.289 0.53
H -2.964 0.461 0.448 0.44
H -4.253 5.208 0.255 0.18
H -7.437 1.980 1.333 0.51
H -7.525 2.095 -0.394 0.43
H -9.592 2.783 1.020 0.43
H -9.164 3.864 -0.291 0.35
H -8.120 4.236 2.409 0.37
H -9.462 4.987 1.920 0.33
H -7.266 6.228 1.707 0.45
H -8.387 6.291 0.355 0.38
H -5.869 5.607 -0.027 0.15
H -7.097 4.859 -0.991 0.29
N 2.078 -1.824 -0.212 -0.12
C 2.722 -2.577 -1.033 0.62
C 3.814 -3.536 -0.492 0.15
C 4.968 -3.813 1.817 0.45
C 5.578 -5.191 1.724 -1.12
C 5.372 -6.082 0.733 -0.38
C 4.483 -5.971 -0.402 -0.99
C 3.730 -4.857 -0.879 -0.98
C 2.455 -2.450 -2.544 1.36
C 3.416 -2.884 -3.457 -0.79
C 3.235 -2.734 -4.832 -0.90
C 2.082 -2.140 -5.326 -0.67
C 1.125 -1.669 -4.437 -1.14
C 1.320 -1.815 -3.072 -1.24
H 5.578 -3.232 2.503 0.58
H 6.220 -5.501 2.557 0.43
H 5.878 -7.040 0.837 0.39
H 4.317 -6.906 -0.943 0.43
H 2.979 -5.097 -1.626 0.50
H 4.330 -3.324 -3.103 0.50
H 4.012 -3.080 -5.518 0.45
H 1.932 -2.037 -6.405 0.40
H 0.222 -1.179 -4.810 0.44
H 0.597 -1.449 -2.434 1.35
Ge -0.806 -1.979 -0.314 1.51
C -0.676 -3.418 -1.565 0.26
C -1.495 -3.369 -2.705 -0.42
C -1.531 -4.450 -3.597 -0.72
C -0.750 -5.585 -3.358 -0.69
C 0.082 -5.638 -2.240 -1.08
C 0.124 -4.560 -1.352 0.05
C -1.249 -2.602 1.452 0.35
C -1.099 -3.943 1.842 -0.10
C -1.441 -4.358 3.132 -0.77
C -1.939 -3.437 4.054 -0.50
C -2.099 -2.100 3.684 -0.81
C -1.753 -1.684 2.390 -0.10
H -2.062 -1.182 -0.793 -0.59
H -2.111 -2.494 -2.900 0.35
H -2.174 -4.408 -4.477 0.42
H -0.794 -6.431 -4.043 0.41
H 0.693 -6.523 -2.057 0.48
H 0.791 -4.615 -0.488 0.51
H -0.724 -4.682 1.133 0.35
H -1.318 -5.403 3.419 0.43
H -2.203 -3.762 5.061 0.38
H -2.487 -1.379 4.404 0.40
H -1.858 -0.627 2.123 0.28
C 4.144 0.583 -1.409 -1.80
P 3.433 0.677 0.246 1.62
C 3.905 -0.946 1.021 0.48
C 5.005 -1.568 0.640 -1.35
C 4.984 -3.077 0.456 0.01
C 3.555 -3.872 2.380 -0.93
C 2.582 -3.012 2.103 -0.75
C 2.621 -1.747 1.261 -1.14
C 4.354 1.919 1.185 0.64
C 5.740 2.041 0.997 -0.41
C 6.473 2.953 1.759 -0.86
C 5.827 3.745 2.706 -0.52
C 4.457 3.619 2.905 -0.85
C 3.725 2.705 2.152 -0.30
H 3.345 0.464 -2.128 0.29
H 4.836 -0.253 -1.503 0.50
H 4.643 1.521 -1.606 0.65
H 5.899 -1.009 0.314 0.24
H 5.900 -3.370 -0.040 0.94
H 3.323 -4.710 3.051 0.43
H 1.619 -3.182 2.560 0.52
H 1.967 -1.106 1.759 1.24
H 6.261 1.433 0.255 0.25
H 7.547 3.048 1.607 0.42
H 6.400 4.467 3.294 0.39
H 3.954 4.238 3.647 0.39
H 2.652 2.613 2.321 0.30



8
Properties=species:S:1:pos:R:3:mulliken_charge:R:1 method="wB97M-V/def2-TZVPD" gap_ev="7.75 / 7.76" lumo_energy_ev="-2.6 / -2.6" e_homo_ev="-10.38 / -10.38"
C 0.191 0.188 0.234 -0.71
O 2.441 -1.773 -0.314 -0.43
F 1.162 -0.396 -3.269 -0.63
P 1.779 -0.487 -0.548 0.94
Cl 3.204 0.955 -0.586 -0.12
H -0.714 -0.126 -0.341 0.31
H -0.003 -0.214 1.286 0.32
H 0.497 1.211 0.219 0.31



57
Properties=species:S:1:pos:R:3:mulliken_charge:R:1 method="wB97M-V/def2-TZVPD" gap_ev=5.99 lumo_energy_ev=1.2 charge=-1 e_homo_ev=-4.82
Rh 0.300 -0.022 3.027 0.03
Se 1.263 -1.767 4.383 -0.27
Se 3.501 -1.174 4.013 -0.32
Te 2.788 1.043 2.983 0.11
Se 3.443 1.032 0.646 -0.46
S -0.531 1.137 4.874 -0.27
C -2.098 0.503 4.520 0.99
S -2.042 -0.554 3.172 -0.44
C -3.229 0.832 5.232 0.27
C -3.163 1.724 6.341 -0.09
N -3.101 2.448 7.235 -0.54
C -4.508 0.316 4.870 -0.04
N -5.550 -0.082 4.582 -0.54
O -1.609 -4.139 0.442 -0.59
C -0.767 -3.566 1.314 -0.27
O -0.744 -3.857 2.475 -0.53
C 0.197 -2.573 0.651 3.82
N -0.223 -2.292 -0.725 -0.58
C 0.943 -2.328 -1.628 0.07
C 2.161 -2.484 -0.717 -0.27
C 1.599 -3.180 0.522 -0.79
H 0.256 -1.662 1.277 -1.94
H -0.781 -1.455 -0.818 0.13
H -1.429 -3.675 -0.408 0.48
H 0.990 -1.426 -2.241 -0.47
H 0.850 -3.181 -2.306 0.45
H 2.561 -1.508 -0.433 -0.24
H 2.962 -3.051 -1.191 0.57
H 2.187 -3.001 1.421 0.22
H 1.523 -4.259 0.369 0.35
C 0.578 -0.241 -4.752 -1.04
C 0.077 1.168 -4.462 -0.85
N 0.119 1.543 -3.048 0.23
C 1.142 2.495 -2.624 -0.61
C 2.532 1.879 -2.589 -0.64
C -0.847 1.040 -2.247 0.11
O -1.665 0.219 -2.643 -0.65
C -0.936 1.545 -0.833 -0.28
C -1.935 2.448 -0.491 0.01
C -2.017 2.891 0.816 -0.95
C -1.135 2.375 1.751 -0.48
N -0.209 1.466 1.436 0.04
C -0.101 1.080 0.164 0.16
H 0.523 -0.438 -5.824 0.44
H -0.041 -0.973 -4.238 0.28
H 1.613 -0.367 -4.433 0.21
H -0.957 1.257 -4.802 0.42
H 0.680 1.901 -5.000 0.46
H 0.881 2.878 -1.640 0.40
H 1.123 3.341 -3.317 0.38
H 2.584 1.088 -1.839 -0.29
H 3.269 2.635 -2.314 0.40
H 2.807 1.469 -3.562 0.31
H -2.630 2.799 -1.244 0.51
H -2.763 3.611 1.121 0.43
H -1.170 2.680 2.789 0.55
H 0.730 0.415 -0.054 0.58



Calculated relative energy (zero: lowest compared OMol25 entry of this formula, charge and spin) in order - 0.751 6.915 5.077 1.114 eV